Below is a gas-phase ion, C21H26N5O4S (charge +1) at a distorted geometry, with properties calculated with ωB97M-V/def2-TZVPD.

Properties
- HOMO-LUMO gap (Ha) = 0.33159
- HOMO level (hartree) = -0.433
- E (eV) = -48669.4920
- LUMO level (eV) = -2.75
- total charge = +1

```
57
Properties=species:S:1:pos:R:3:forces:R:3:nbo_charge:R:1
C -3.5596 -3.2755 -1.2972 -1.02 -0.19 0.84 -0.092
C 1.6345 2.4482 -0.9220 -0.37 -0.60 -0.22 0.364
H 1.5350 4.4001 -0.2626 0.11 -0.04 -0.18 0.436
H 2.7598 0.9873 1.4191 0.02 -0.12 -0.07 0.225
N 0.7787 -0.0418 -1.6200 -0.49 -0.55 0.09 -0.419
C 0.5094 1.9779 -0.2715 -0.05 -0.52 -0.44 -0.170
C -3.0807 -0.9048 -0.5051 0.03 -0.15 -0.08 -0.404
H -1.6106 -1.1474 2.0434 0.03 0.03 0.03 0.208
C -3.6524 -2.2740 -0.1332 0.20 -0.18 -0.09 -0.279
H -0.4669 3.2686 1.2722 -0.06 0.15 0.21 0.238
C 2.8412 5.4797 1.9890 -0.01 0.11 0.05 -0.456
H -4.7130 -2.2006 0.1156 0.04 -0.04 -0.07 0.233
C 3.7869 5.0561 0.8500 -0.06 0.08 0.00 -0.414
H -1.4096 -6.1914 -2.1105 0.14 -0.18 0.23 0.416
N 2.2498 3.7488 -0.6053 -0.18 -0.09 -0.22 -0.523
C 3.3355 3.6476 0.4554 0.44 -0.09 0.53 -0.058
H -3.2129 -0.6858 -1.5628 -0.03 0.20 -0.03 0.231
H 1.6475 0.5366 3.5791 -0.02 -0.12 0.05 0.229
C 1.8158 0.5519 -2.1593 0.10 -0.01 -0.05 0.256
H -0.7057 -2.4436 1.2504 0.04 0.07 0.11 0.240
N 2.2716 1.7663 -1.8446 0.40 0.71 0.13 -0.486
O -2.4714 -3.0238 -2.1784 1.02 0.02 -0.48 -0.712
H -1.0522 -1.5471 -0.9026 -0.07 0.26 0.21 0.252
C 1.4990 2.5996 4.1208 -0.03 0.11 0.05 -0.170
H -1.8598 -4.2646 0.6230 -0.26 0.02 0.29 0.491
S -1.2131 -3.9706 -2.1145 -0.04 -0.46 -0.75 2.516
C -1.5996 -1.0089 -0.1234 -0.38 -0.47 0.13 -0.051
C 2.7285 3.1140 1.7206 0.01 0.13 0.14 -0.126
H 2.3561 0.0144 -2.9223 0.07 -0.05 -0.09 0.205
N -1.8736 -5.4196 -2.5590 0.14 0.64 0.34 -1.072
H -3.4867 -4.2961 -0.9134 -0.19 0.11 -0.05 0.226
C -1.5919 -1.8146 1.1813 -0.04 -0.12 -0.14 -0.442
H 1.9853 6.0530 1.6216 0.00 0.08 0.01 0.213
C 0.1344 0.6510 -0.6986 0.82 1.04 -0.12 0.395
C 1.7766 3.9158 3.7778 -0.07 -0.05 0.01 -0.235
O -0.3091 -3.4708 -3.0865 -0.16 0.13 -0.12 -0.903
H 3.7886 5.7531 0.0126 0.08 0.04 -0.07 0.220
H -2.1267 1.2082 1.5106 -0.15 -0.06 0.11 0.233
C 2.3996 4.1677 2.5717 0.10 -0.17 -0.22 0.081
H -1.8808 -5.5277 -3.5593 -0.05 0.02 -0.33 0.413
O -2.5909 -4.0604 1.2349 0.18 -0.60 0.02 -0.723
H 3.3469 6.0995 2.7272 -0.01 0.09 -0.05 0.246
C -2.8601 -2.6998 1.1510 -0.16 0.41 0.03 0.106
C 2.4722 1.8010 2.0676 0.08 -0.03 0.18 -0.171
H 2.6727 4.1071 -1.4705 -0.20 -0.02 0.11 0.455
H -3.4874 -2.4854 2.0233 0.09 0.07 -0.15 0.189
H -3.5660 -0.1259 0.0846 -0.01 0.07 0.00 0.209
C -0.4310 2.3520 0.7184 -0.26 0.04 0.15 -0.308
H 4.8053 4.9942 1.2322 0.01 -0.05 -0.08 0.249
O -0.7591 -4.1192 -0.7647 -0.05 -0.12 0.16 -0.977
C -1.2854 1.2949 0.8511 0.11 0.56 0.17 0.043
H 1.5211 4.7236 4.4455 -0.03 0.09 0.11 0.228
H 4.1213 3.0206 0.0316 -0.16 0.06 -0.12 0.248
C 1.8510 1.5533 3.2826 0.08 -0.13 -0.13 -0.208
N -0.9497 0.2754 0.0061 0.19 -0.06 -0.24 -0.335
H -4.4561 -3.1943 -1.9175 0.17 -0.03 0.05 0.210
H 1.0176 2.3876 5.0626 -0.04 -0.03 0.11 0.229
```
Positions in Å, forces in eV/Å.

=====

Below is 11 unconnected molecules or ions with the total composition C32H83N13O11 at a distorted geometry, with properties calculated with ωB97M-V/def2-TZVPD.

Properties
- HOMO-LUMO gap (Ha) = 0.27220
- HOMO level (hartree) = -0.280
- E (eV) = -76420.4060
- ΔE to the lowest compared entry with this formula, charge and spin (kJ/mol) = 656.0
- LUMO level (eV) = -0.21

```
139
Properties=species:S:1:pos:R:3:forces:R:3:lowdin_charge:R:1
H 8.5960 12.1485 15.7006 -0.36 0.42 -0.36 0.076
N 7.7279 15.9074 21.9070 3.53 -3.35 1.01 0.183
C 7.7307 12.1215 24.0417 -0.05 0.71 -0.77 -0.165
N 8.7984 10.4856 16.4714 -1.21 -1.24 0.43 -0.077
H 6.8606 22.1931 18.2617 0.45 -0.09 0.57 0.109
H 9.6353 14.0006 20.8390 -0.50 0.40 -0.18 0.093
H 6.7780 14.3816 14.4528 -0.41 -0.34 0.03 0.061
H 7.6023 14.5755 12.9750 -0.03 0.25 -0.29 0.081
H 11.0068 11.4199 15.5225 0.49 0.08 0.07 0.092
C 8.0783 10.1056 22.4505 -0.05 1.96 -0.31 0.001
H 5.6079 11.1823 26.4448 -0.46 -0.75 -0.17 0.107
C 7.1121 9.5738 18.2920 0.62 0.49 -0.02 -0.028
H 5.8847 8.7317 16.3237 0.36 -0.82 0.14 0.079
H 9.9779 8.1572 18.5611 0.12 -0.28 0.23 0.093
C 7.5607 18.6783 12.6574 0.79 -1.07 0.95 -0.163
H 6.0929 18.0782 15.1356 -0.36 0.03 -0.39 0.067
H 4.9510 15.6384 18.7737 -0.15 0.45 -0.21 0.077
H 12.1582 16.2219 18.9992 -0.13 -0.09 0.01 0.116
H 7.0754 16.7254 11.7559 1.10 -0.59 0.32 0.108
H 4.6985 8.6424 24.0094 -0.41 0.35 -0.40 0.075
H 3.5151 13.6840 20.1064 0.17 -0.01 0.46 0.051
H 7.2572 13.0781 24.2629 0.11 0.62 -1.32 0.115
C 7.1662 16.4568 14.0430 -1.01 -0.39 -1.57 -0.411
H 8.7900 12.2884 23.8464 0.18 -0.04 0.31 0.125
O 6.4143 19.2095 18.8337 -0.81 -2.99 0.25 0.043
H 6.6361 13.3313 22.0601 0.23 0.23 -0.03 0.067
H 6.1157 9.1330 18.3220 0.34 -0.60 -0.15 0.075
C 11.0256 15.0725 20.2105 2.38 3.30 -0.04 -0.861
H 6.8503 12.3359 20.6721 0.08 -0.64 0.07 0.055
H 5.5419 17.9087 21.1012 0.12 -0.80 0.31 0.067
O 3.5004 10.6331 18.0610 0.01 -0.22 -0.33 -0.050
C 8.6671 8.0238 16.8481 0.98 1.63 -0.45 -0.115
H 5.5740 13.5238 18.5519 0.15 -0.25 0.04 0.074
C 7.3847 11.4694 25.3357 -0.20 -0.39 -0.28 -0.183
H 2.7379 10.3308 18.5543 -0.16 -0.16 0.13 0.032
H 7.7888 9.1517 19.0349 -0.44 0.27 0.54 0.066
H 7.1167 17.5297 20.6102 -0.07 0.36 -0.01 0.045
H 3.9025 11.2955 18.6229 0.15 0.31 0.23 -0.008
N 11.2986 15.6989 19.0869 3.57 2.37 -3.18 0.189
H 10.1906 12.6560 16.4176 0.13 0.49 -0.07 0.063
C 9.0549 18.6317 13.1503 -1.45 0.17 0.80 -0.094
H 10.6287 11.6410 19.2470 -0.17 0.39 -0.37 0.080
H 5.8359 14.8518 13.0104 0.01 0.58 0.14 0.082
H 9.3719 19.6451 13.3965 -0.14 0.17 0.50 0.099
H 6.2639 8.9097 24.5711 0.32 0.45 0.00 0.063
H 5.4291 9.7990 21.6762 -0.14 -0.66 -0.31 0.089
H 5.9156 16.9607 18.1728 0.24 -0.10 0.29 0.092
H 4.1893 20.3218 18.5715 -0.45 -0.05 -0.47 0.072
H 8.4443 15.7357 16.2454 -0.08 -0.10 0.91 0.037
H 11.0975 16.6183 14.0007 -0.29 0.22 -0.52 0.095
C 6.0742 16.9913 15.0558 1.37 -0.66 0.69 -0.014
C 10.7518 17.5026 14.5359 2.08 -0.69 1.51 -0.069
H 9.8120 10.1444 19.4403 0.17 -0.44 -0.39 0.060
H 8.3851 16.3689 21.2944 -0.03 -0.13 0.33 0.101
H 11.7169 12.2191 17.0254 0.14 -0.73 0.10 0.093
C 7.8346 9.4107 16.9464 0.90 -1.83 -1.70 -0.431
O 8.9306 15.5242 15.4452 0.10 0.80 -0.49 0.001
H 3.2494 11.2100 25.3571 0.22 0.02 -0.02 0.091
H 8.8396 11.4206 18.9166 0.24 0.73 0.33 0.047
H 5.8799 17.4002 12.6307 -0.34 -0.03 0.37 0.104
C 6.4753 16.2189 21.9839 -3.15 1.86 2.12 -0.703
C 5.8422 11.6240 25.4762 1.07 -1.77 0.01 -0.117
H 7.9711 11.8765 26.1594 -0.23 0.26 0.05 0.116
H 7.8411 18.6161 19.0998 -0.68 0.51 -0.32 -0.055
H 11.0412 9.2716 16.0064 0.15 0.43 -0.13 0.113
H 5.0794 16.5581 14.9514 -0.05 0.31 -0.69 0.085
H 7.2996 13.1961 18.6288 -0.22 -0.14 -0.33 0.084
C 6.8168 15.1004 18.2997 0.65 1.06 -0.77 -0.641
O 5.6182 15.7568 22.7896 1.07 0.12 -1.68 -0.043
C 7.2706 12.5422 21.6565 -0.11 -0.47 0.33 -0.030
C 10.0001 10.7476 17.2663 1.92 -2.02 0.48 -0.482
C 10.8431 11.7907 16.5343 -1.59 0.95 -0.22 -0.029
H 9.1066 10.3713 22.2054 0.11 0.51 -0.15 0.070
H 3.7915 12.3320 24.0331 -0.51 0.28 0.32 0.086
H 8.6155 17.3206 18.9827 0.17 -0.49 -0.45 -0.006
H 8.0852 7.1223 17.0399 -0.11 0.24 1.12 0.119
O 3.5254 13.4171 19.1872 0.27 0.09 -0.07 -0.038
H 8.7427 18.2529 16.6946 0.00 -0.71 -0.19 0.060
H 10.6681 7.3182 17.1557 -0.02 -0.27 0.32 0.109
O 3.2578 18.8481 19.2623 0.74 0.51 -0.02 0.026
H 7.7243 9.6536 21.5240 -0.27 -0.58 0.31 0.057
O 5.0044 10.6324 21.8924 0.15 -0.36 -0.84 -0.006
C 9.2957 17.7541 14.5049 -0.66 2.57 -0.16 -0.490
H 8.2408 9.4571 23.3114 -0.83 -0.23 -0.13 0.066
H 8.2970 12.8843 21.5239 -0.05 -0.02 0.06 0.057
H 3.7637 18.9667 21.7407 -0.39 -0.21 0.49 0.135
H 2.7750 16.1868 20.6599 -0.43 -0.58 -0.74 0.107
H 8.0370 15.1710 22.5253 0.30 0.12 -0.32 0.111
N 8.5773 16.5356 14.5350 -2.30 -1.49 -2.76 -0.119
C 10.8194 9.4074 17.0649 -1.05 0.74 -0.06 -0.142
H 4.9029 21.8373 18.0086 -0.11 -0.41 0.46 0.123
H 6.3245 16.6740 16.0681 0.36 -0.17 0.03 0.038
H 2.2022 16.7563 19.0811 0.09 -0.75 0.04 0.133
H 8.9420 7.7854 15.8207 -0.46 0.82 -0.61 0.102
C 6.9552 17.2399 12.7093 -0.41 1.86 -0.43 -0.158
H 7.7247 10.4399 25.2240 -0.57 -0.44 0.64 0.093
O 11.4855 15.1023 21.3002 4.63 0.07 3.53 0.072
H 9.7346 18.4599 12.3156 -0.06 -1.13 0.06 0.106
C 6.1376 20.3493 18.5901 1.46 1.81 0.96 -0.728
H 5.3969 12.6028 25.6544 0.73 0.56 -0.88 0.115
N 3.3029 18.1308 21.4105 1.11 1.78 3.15 0.183
H 11.0651 17.2867 15.5574 -0.15 -0.28 0.37 0.074
C 5.1393 10.8241 24.2964 0.95 -0.48 0.91 -0.459
H 2.9482 17.4101 22.0228 0.65 0.54 0.28 0.125
N 7.0218 21.3188 18.7411 3.45 2.02 -0.01 0.168
H 4.9387 9.0571 25.6518 -0.18 0.44 0.17 0.082
C 3.7024 11.2991 24.3697 -0.02 0.18 -1.42 -0.052
N 5.8154 15.9763 18.3751 -1.44 -0.44 0.40 0.207
C 3.2318 17.9730 20.1226 -1.15 2.49 -1.68 -0.762
N 6.5292 13.7939 18.3655 -0.13 -0.25 0.50 0.222
H 2.6025 13.3036 18.9599 -0.25 -0.09 -0.29 0.057
H 6.2678 9.9669 15.3735 0.60 1.13 0.51 0.080
H 7.9966 19.2730 15.4998 0.02 0.11 -0.11 0.062
N 4.9937 20.8939 18.3576 -4.70 -0.08 -1.47 0.186
N 9.8816 14.6453 20.1016 -9.98 -5.78 -0.21 0.158
H 9.7199 19.4060 15.9220 -0.01 0.30 -0.27 0.077
H 3.0797 10.7997 23.6274 -0.11 -0.18 0.11 0.075
H 7.4846 19.1882 11.6971 0.10 -0.44 -0.29 0.099
H 11.7500 9.5585 17.6119 0.10 -0.40 0.07 0.123
H 7.8786 21.1462 19.2472 0.06 0.06 -0.62 0.123
C 7.2096 11.4304 22.7372 -0.97 -0.71 0.48 -0.406
H 6.8631 10.6197 18.4715 0.47 0.22 0.20 0.065
O 7.9691 15.5154 18.0739 0.69 -0.05 0.15 -0.052
O 7.9943 11.6390 16.2483 0.23 0.39 0.69 -0.030
H 9.1697 14.9946 19.4761 0.12 -0.39 -0.37 0.068
H 7.0904 8.6095 15.0023 0.42 -0.51 0.40 0.081
N 2.8774 16.7565 19.8323 -0.87 -3.71 -1.42 0.170
N 6.3503 17.3176 21.2328 -1.72 1.99 -1.60 0.164
C 6.7736 14.9905 13.5487 1.55 0.17 1.97 -0.034
C 8.9047 18.7115 15.7191 0.34 0.01 -0.46 -0.012
C 6.7885 9.1619 15.8922 -2.02 0.59 -1.68 -0.071
H 11.3917 18.3634 14.3418 -0.35 0.19 -0.63 0.088
H 10.8963 15.3693 18.2211 0.08 0.05 0.23 0.107
H 6.9018 19.2747 13.2885 0.41 0.26 0.49 0.086
N 5.7397 11.1350 22.9299 0.73 1.90 3.37 -0.136
C 9.8486 11.0253 18.7993 -0.82 -0.13 -0.53 -0.008
O 8.5829 18.1412 19.4744 1.31 -0.58 0.87 -0.072
C 10.0588 8.1640 17.4741 -0.21 -0.57 1.24 -0.204
C 5.2596 9.3268 24.6456 0.12 -0.91 -0.18 -0.043
```
Positions in Å, forces in eV/Å.

=====

Below is a molecular structure, C21H20BrN3NiO2 at a distorted geometry, with properties calculated with ωB97M-V/def2-TZVPD.

Properties
- HOMO-LUMO gap (spin up / spin down) (Ha) = 0.28038 / 0.22496
- multiplicity = 3
- HOMO level (spin up / spin down) (hartree) = -0.519 / -0.519
- E (eV) = -141735.2896
- LUMO level (spin up / spin down) (eV) = -6.48 / -7.99
- total charge = +2

```
48
Properties=species:S:1:pos:R:3:forces:R:3:nbo_charge:R:1
H -0.8488 4.8472 1.2588 -0.10 -0.26 -1.21 0.228
C -3.3522 5.5630 0.7767 -0.96 0.50 -0.35 -0.665
H 6.7558 1.2568 0.8055 0.16 -0.08 0.36 0.516
H -4.2514 5.8351 0.1635 0.93 -0.29 0.31 0.249
C -1.3843 1.7987 -0.1624 -0.11 0.54 -1.37 -0.264
C -0.0028 -5.6343 -0.5277 1.68 0.91 -0.67 -0.188
H -1.5823 -2.2916 0.7173 1.03 -1.09 -0.09 0.236
Br 2.0324 -0.8609 -2.2949 0.46 -0.34 0.24 0.158
C 3.3615 -0.7756 -0.8932 0.07 0.13 2.25 0.134
C -1.2745 -5.6010 -0.0398 -1.71 -0.14 1.52 -0.048
H -4.4832 3.2690 -0.5001 -0.04 0.19 0.10 0.235
H -3.0720 0.4979 -2.0333 0.12 -0.49 -1.01 0.221
H 1.0917 3.1642 -1.0505 -0.09 -0.24 0.60 0.244
C -1.1166 -3.2759 0.4256 0.34 0.47 0.51 0.016
C 3.9642 -1.4809 1.2891 -1.08 0.81 -0.89 0.111
C -2.1988 -6.7192 -0.0294 0.07 -2.80 -1.34 0.197
H -2.8235 -4.5435 0.9385 -0.32 0.56 0.12 0.270
C -2.7197 4.2756 0.3619 -0.06 -1.19 -0.44 0.115
N 3.0557 -1.5152 0.2540 1.00 0.62 -1.24 -0.660
C 5.0580 -0.6349 1.2737 0.60 0.30 0.84 -0.322
C 4.3440 0.1711 -0.9454 0.44 -1.03 0.13 -0.300
H 5.7601 -0.5947 2.1555 -0.92 -0.11 -1.12 0.273
H -3.7653 5.3923 1.7715 0.07 0.21 0.26 0.256
C -0.6231 2.9943 0.1153 -2.60 -0.04 1.77 0.152
C -3.5956 0.7872 -1.1568 -0.77 2.28 0.95 -0.656
C -2.8017 1.9615 -0.5377 0.42 -0.15 1.34 0.132
C -0.8022 0.4788 -0.1226 -0.91 1.20 0.63 0.404
H 4.5594 0.6710 -1.8942 0.00 0.24 0.67 0.281
C 0.6765 -4.3877 -0.6401 -0.91 -1.86 -0.01 0.096
H -1.3558 -0.2991 -0.6745 0.03 0.06 0.09 0.143
C -1.3534 4.1116 0.5917 0.85 -0.35 0.02 -0.210
H -2.6513 6.4302 0.8052 -0.49 -0.85 -0.03 0.247
H 1.2277 2.0763 0.3909 0.34 0.87 -0.07 0.235
H 0.5812 -6.5026 -0.8422 -0.85 0.02 -0.17 0.275
H -4.5873 1.2397 -1.3930 0.69 -0.71 -0.21 0.249
H 3.7201 -2.0104 2.2083 -0.04 -0.24 -0.45 0.247
H 1.1906 3.9324 0.4961 0.53 0.19 0.60 0.245
C 5.2040 0.2581 0.2079 0.02 0.25 -1.43 0.431
Ni 1.0804 -1.5888 -0.1078 -0.23 0.60 1.16 1.477
H 1.5268 -4.3429 -1.3307 0.16 0.26 0.92 0.237
C -1.8384 -4.4282 0.5318 0.93 -0.42 -1.15 -0.173
O 6.1203 1.2116 0.0862 -0.38 -0.35 -0.01 -0.598
H -3.7845 -0.0631 -0.5123 0.18 -0.06 0.27 0.226
N 0.1770 -3.3052 -0.0836 -1.42 1.43 -0.55 -0.613
C -3.4397 3.1793 -0.2301 1.35 -0.40 -0.43 -0.262
C 0.8278 3.0404 0.0279 0.72 -0.83 -0.93 -0.671
O 0.1652 0.1221 0.6277 -0.12 -0.68 -1.36 -0.765
N -2.7721 -7.7100 -0.2780 0.94 2.35 0.87 -0.144
```
Positions in Å, forces in eV/Å.

=====

Below is a molecular structure, C2O3 at a distorted geometry, with properties calculated with ωB97M-V/def2-TZVPD.

Properties
- HOMO-LUMO gap (spin up / spin down) (Ha) = 0.30997 / 0.37062
- multiplicity = 3
- HOMO level (spin up / spin down) (hartree) = -0.293 / -0.440
- E (eV) = -8205.3978
- ΔE to the lowest compared entry with this formula, charge and spin (kJ/mol) = 491.7
- LUMO level (spin up / spin down) (eV) = 0.46 / -1.90

```
5
Properties=species:S:1:pos:R:3:forces:R:3:nbo_charge:R:1
C 0.1312 -0.6665 -0.2129 2.39 -3.41 -4.48 0.389
O 0.1841 1.5525 -0.7283 -0.34 0.91 -1.14 -0.437
O -0.3183 -1.3680 0.8953 2.05 -2.20 1.29 -0.205
O -0.7296 -0.0964 0.4296 -11.24 2.44 5.44 -0.154
C 0.7326 0.5785 -0.3838 7.14 2.26 -1.11 0.407
```
Positions in Å, forces in eV/Å.